No. 1
60
Properties=species:S:1:pos:R:3:lowdin_charge:R:1 method="wB97M-V/def2-TZVPD" relative_energy_kj_mol=0.0 s_squared=8.76 molar_mass_g_mol=524.67 multiplicity=6 total_energy_ev=-42721.247 e_lumo_ev="-5.2 / -8.7" charge=+2
P 0.55 -3.18 -3.06 0.941
P 0.07 3.55 -1.21 0.830
C 0.21 1.23 -2.56 -0.225
C 1.10 2.29 -2.07 -0.268
H -0.84 1.51 -2.72 0.043
H 0.89 0.59 -3.26 0.046
H 1.84 1.82 -1.38 0.117
H 1.60 2.80 -2.91 0.118
C -1.47 3.83 -2.04 -0.124
H -1.99 4.69 -1.58 0.090
H -2.14 2.97 -1.98 0.077
H -1.29 4.07 -3.10 0.085
C 1.06 5.02 -1.04 -0.133
H 1.00 5.60 -1.96 0.080
H 2.11 4.78 -0.86 0.077
H 0.68 5.63 -0.21 0.085
C -0.51 -4.60 -3.30 -0.258
H -0.30 -5.25 -2.44 0.061
H -0.22 -5.06 -4.25 0.074
H -1.57 -4.32 -3.30 0.063
C 2.20 -3.73 -2.71 -0.245
H 2.64 -3.05 -1.96 0.060
H 2.76 -3.70 -3.64 0.058
H 2.10 -4.75 -2.33 0.064
Ir -0.19 -0.60 -4.08 1.290
C 0.18 0.82 -5.50 -0.280
C -1.21 0.79 -5.10 -0.343
C -2.27 0.10 -5.91 -0.180
C -1.76 -1.27 -6.41 -0.163
C -0.82 -1.94 -5.42 -0.313
C 0.64 -1.89 -5.36 -0.409
C 1.48 -1.14 -6.38 -0.176
C 0.83 0.22 -6.72 -0.167
C -0.49 -0.93 -1.99 -0.305
H 0.74 1.68 -5.10 0.109
H -1.54 1.68 -4.56 0.094
H -2.62 0.76 -6.72 0.132
H -3.15 -0.05 -5.26 0.122
H -2.64 -1.92 -6.52 0.123
H -1.36 -1.19 -7.42 0.115
H -1.25 -2.83 -4.94 0.085
H 1.17 -2.79 -4.89 0.045
H 1.78 -1.73 -7.25 0.130
H 2.44 -0.92 -5.88 0.114
H 1.63 0.90 -7.04 0.124
H 0.14 0.14 -7.57 0.114
H 0.30 -0.52 -1.33 0.026
H -0.56 -2.01 -1.71 -0.033
H -1.43 -0.44 -1.70 0.037
C 1.62 3.01 1.76 -0.027
C 0.67 2.10 1.03 -0.410
C -0.23 1.23 1.88 -0.021
O -0.26 2.93 0.20 -0.233
H 1.14 3.94 2.08 0.104
H 2.48 3.25 1.12 0.083
H 2.00 2.49 2.64 0.099
H 1.24 1.44 0.36 0.112
H -1.12 1.78 2.20 0.105
H -0.53 0.36 1.29 0.081
H 0.33 0.88 2.75 0.099

***

No. 2
73
Properties=species:S:1:pos:R:3:lowdin_charge:R:1 method="wB97M-V/def2-TZVPD" s_squared=2.01 molar_mass_g_mol=561.43 multiplicity=3 total_energy_ev=-77723.914 e_lumo_ev="-4.5 / -4.3" charge=+1
V -1.44 -0.99 -1.42 1.204
O -0.97 -2.53 -0.47 -0.317
H -1.05 -3.39 -0.07 0.028
O -0.21 0.16 -0.56 -0.320
H -0.19 1.11 -0.44 -0.034
C 1.49 2.54 1.05 -0.046
O 0.68 3.09 2.07 -0.010
C 1.27 3.17 3.27 -0.647
O 2.36 2.76 3.52 0.145
O 0.42 3.77 4.08 0.011
C 0.73 3.71 5.48 -0.014
H 2.46 3.03 1.03 0.111
H 1.07 2.70 0.06 0.072
H 1.62 1.47 1.26 0.085
H 1.80 3.60 5.67 0.095
H 0.17 2.89 5.92 0.098
H 0.45 4.66 5.92 0.097
C -1.23 -1.19 -5.37 -0.001
O 0.14 -0.81 -5.12 0.059
C 0.60 -0.96 -3.91 -0.611
O -0.09 -1.37 -2.97 -0.010
O 1.82 -0.67 -3.91 0.106
C 2.57 -0.53 -2.67 0.052
H -1.39 -2.24 -5.15 0.108
H -1.42 -0.95 -6.40 0.109
H -1.91 -0.61 -4.73 0.081
H 2.70 -1.51 -2.23 0.080
H 2.08 0.14 -1.97 0.092
H 3.56 -0.19 -2.95 0.113
C -4.69 -2.47 0.98 -0.002
O -4.53 -1.14 1.46 0.076
C -3.70 -0.37 0.83 -0.563
O -3.07 -0.72 -0.17 -0.019
O -3.62 0.79 1.41 0.080
C -2.86 1.82 0.81 -0.006
H -5.37 -2.97 1.66 0.112
H -3.76 -3.03 0.97 0.089
H -5.13 -2.49 -0.02 0.108
H -2.96 1.80 -0.28 0.092
H -1.80 1.74 1.03 0.078
H -3.26 2.76 1.16 0.117
C 2.09 -1.84 0.61 -0.042
O 2.93 -2.90 1.09 0.022
C 4.07 -3.08 0.42 -0.623
O 4.40 -2.46 -0.56 0.121
O 4.75 -4.04 1.00 0.027
C 6.00 -4.33 0.42 -0.044
H 1.77 -2.15 -0.37 0.074
H 2.51 -0.83 0.65 0.099
H 1.21 -1.85 1.24 0.058
H 5.92 -4.60 -0.64 0.100
H 6.42 -5.18 0.94 0.098
H 6.68 -3.48 0.50 0.103
C -1.13 -2.42 3.12 -0.002
C -1.41 -1.08 3.75 -0.484
O -2.34 -0.89 4.49 0.096
C -0.57 0.07 3.24 -0.006
H -0.13 -2.52 2.71 0.063
H -1.88 -2.60 2.35 0.066
H -1.19 -3.25 3.83 0.097
H -1.16 0.98 3.15 0.077
H -0.16 -0.14 2.24 0.059
H 0.30 0.28 3.87 0.103
C -0.74 3.13 -2.50 -0.019
C -0.76 3.51 -3.96 -0.504
O 0.16 4.10 -4.45 0.107
C -1.97 3.09 -4.75 -0.010
H -0.56 2.05 -2.45 0.063
H -1.69 3.28 -1.97 0.079
H 0.01 3.66 -1.91 0.083
H -2.87 3.23 -4.16 0.083
H -1.91 2.03 -5.03 0.072
H -2.05 3.65 -5.68 0.092

***

No. 3
60
Properties=species:S:1:pos:R:3:lowdin_charge:R:1 method="wB97M-V/def2-TZVPD" s_squared=2.01 molar_mass_g_mol=438.87 multiplicity=3 total_energy_ev=-43377.245 e_lumo_ev="0.1 / 0.0"
P -1.11 1.92 -1.27 0.802
P 0.55 -0.38 2.66 0.824
C -0.77 0.04 -0.29 -0.477
C -0.63 -0.38 1.22 -0.299
H -0.69 -1.01 -0.85 0.045
H -1.86 -0.07 -0.49 0.012
H -1.62 -0.14 1.64 0.066
H -0.60 -1.48 1.14 0.056
C 2.26 -0.80 2.33 -0.163
H 2.91 -0.32 3.09 0.073
H 2.53 -0.40 1.34 0.036
H 2.43 -1.88 2.36 0.065
C -0.16 -1.55 3.85 -0.164
H 0.42 -2.48 3.80 0.063
H -1.20 -1.78 3.57 0.064
H -0.13 -1.18 4.88 0.060
C -0.49 2.59 -2.89 -0.296
H -0.85 3.63 -2.99 0.024
H -0.84 2.01 -3.76 0.035
H 0.61 2.59 -2.87 0.018
C -2.84 1.58 -1.81 -0.244
H -3.34 0.93 -1.07 0.031
H -2.89 1.07 -2.79 0.048
H -3.41 2.52 -1.88 0.043
Pd 0.76 -0.40 -1.71 0.592
C 0.85 -2.58 -1.16 -0.250
C 2.08 -1.90 -1.22 -0.339
C 2.92 -1.87 -2.45 -0.225
C 2.19 -1.49 -3.82 -0.204
C 0.99 -0.58 -3.70 -0.307
C -0.32 -1.02 -3.30 -0.325
C -0.73 -2.45 -3.16 -0.217
C 0.19 -3.33 -2.28 -0.203
C -1.08 3.30 -0.11 -0.261
H 0.47 -2.86 -0.16 0.077
H 2.50 -1.67 -0.24 0.047
H 3.36 -2.87 -2.48 0.095
H 3.73 -1.14 -2.28 0.091
H 2.96 -0.97 -4.41 0.095
H 1.96 -2.42 -4.34 0.090
H 1.03 0.40 -4.21 0.072
H -1.11 -0.28 -3.39 0.056
H -0.78 -2.85 -4.18 0.103
H -1.74 -2.48 -2.75 0.101
H -0.45 -4.11 -1.84 0.100
H 0.92 -3.84 -2.92 0.098
H -1.70 2.99 0.75 0.025
H -1.54 4.18 -0.59 0.039
H -0.08 3.58 0.25 0.047
C -1.68 1.47 3.91 -0.056
C -0.29 2.03 3.74 -0.397
C 0.40 2.44 5.03 -0.046
O 0.69 1.10 3.12 -0.270
H -1.69 0.50 4.43 0.074
H -2.21 1.37 2.95 0.072
H -2.24 2.20 4.51 0.098
H -0.33 2.89 3.06 0.139
H 0.52 1.55 5.68 0.089
H 1.40 2.83 4.80 0.091
H -0.19 3.20 5.55 0.090

***

No. 4
60
Properties=species:S:1:pos:R:3:lowdin_charge:R:1 method="wB97M-V/def2-TZVPD" relative_energy_kj_mol=117.1 s_squared=6.02 molar_mass_g_mol=433.52 multiplicity=5 total_energy_ev=-42467.874 e_lumo_ev="-6.3 / -9.9" charge=+2
P -0.34 -3.19 -4.46 0.669
P 0.48 -0.38 -4.48 0.648
C -0.57 -2.25 -6.08 -0.355
C 0.59 -1.28 -6.10 -0.381
H -1.56 -1.75 -6.05 0.089
H -0.56 -2.95 -6.93 0.108
H 1.55 -1.82 -6.12 0.081
H 0.63 -0.56 -6.93 0.100
C -0.94 0.76 -4.76 -0.218
H -0.81 1.63 -4.09 0.005
H -1.87 0.24 -4.52 0.048
H -0.95 1.12 -5.80 0.076
C 1.82 0.80 -4.49 -0.224
H 2.02 1.11 -5.53 0.080
H 2.67 0.28 -4.07 0.056
H 1.57 1.67 -3.87 0.021
C -1.73 -4.33 -4.63 -0.216
H -2.04 -4.70 -3.65 0.056
H -1.43 -5.16 -5.28 0.068
H -2.58 -3.79 -5.08 0.066
C 1.08 -4.29 -4.83 -0.186
H 1.69 -3.92 -5.66 0.057
H 0.68 -5.27 -5.09 0.062
H 1.73 -4.41 -3.97 0.036
Ru 0.27 -1.79 -2.96 0.765
C -0.39 4.89 -3.10 -0.217
C -1.79 5.21 -2.78 0.008
C -2.55 4.06 -2.26 -0.134
C -1.49 2.92 -1.97 -0.077
C -0.23 3.55 -2.40 -0.095
C 1.05 3.37 -1.95 0.106
C 1.86 4.62 -2.10 -0.088
C 0.83 5.70 -2.53 -0.080
C 0.30 -3.49 -1.69 -0.176
H -0.26 4.86 -4.20 0.183
H -2.25 6.14 -3.10 0.131
H -3.32 3.67 -2.95 0.131
H -3.05 4.29 -1.31 0.127
H -1.45 2.68 -0.89 0.143
H -1.74 1.97 -2.47 0.118
H -1.32 -2.21 -2.96 0.083
H 1.44 2.50 -1.46 0.128
H 2.63 4.56 -2.88 0.151
H 2.36 4.91 -1.17 0.144
H 0.48 6.26 -1.65 0.134
H 1.24 6.42 -3.25 0.133
H 0.53 -3.11 -0.70 0.006
H 1.10 -4.13 -2.07 0.006
H -0.66 -4.03 -1.69 0.020
C -0.79 -0.94 -0.16 -0.070
C 0.55 -0.28 -0.36 -0.545
C 1.50 -0.43 0.83 -0.037
O 1.23 -0.63 -1.57 -0.323
H -0.72 -1.75 0.58 0.093
H -1.21 -1.38 -1.07 0.025
H -1.49 -0.18 0.19 0.090
H 0.38 0.82 -0.46 0.101
H 1.67 -1.48 1.06 0.087
H 2.46 0.04 0.64 0.085
H 1.01 0.05 1.69 0.098

***

No. 5
75
Properties=species:S:1:pos:R:3:lowdin_charge:R:1 method="wB97M-V/def2-TZVPD" relative_energy_kj_mol=74.5 molar_mass_g_mol=777.27 total_energy_ev=-180937.113 e_lumo_ev=2.3 charge=-1
Ga 0.43 0.68 2.49 0.045
N -0.67 -0.92 5.41 0.151
C -0.05 0.30 5.55 -0.468
N 0.10 0.94 6.70 0.027
N 0.75 2.07 6.34 -0.087
N 0.97 2.10 5.08 -0.061
N 0.47 0.97 4.53 -0.087
C -1.04 -1.43 4.19 -0.436
N -1.81 -2.49 4.06 0.035
N -1.92 -2.66 2.73 -0.069
N -1.26 -1.77 2.09 -0.057
N -0.66 -0.95 2.99 0.016
H -1.10 -1.33 6.22 0.139
C -3.58 3.60 1.08 -0.271
As -2.16 2.30 0.93 0.782
C -3.06 0.62 1.18 -0.241
C -1.57 2.51 -0.89 -0.231
S -0.79 2.81 2.46 0.347
H -4.33 3.44 0.30 0.030
H -3.16 4.60 0.98 0.030
H -4.04 3.50 2.06 0.031
H -3.84 0.53 0.42 0.034
H -3.50 0.65 2.17 0.053
H -2.35 -0.20 1.11 -0.010
H -2.45 2.66 -1.51 0.034
H -1.01 1.63 -1.21 -0.020
H -0.93 3.39 -0.92 0.046
C 3.88 1.38 -1.79 -0.026
C 2.39 1.24 -2.09 -0.641
C 2.19 0.62 -3.47 -0.020
C 1.70 2.60 -2.00 -0.019
O 1.86 0.39 -1.08 -0.101
Si 0.37 -0.20 -0.71 0.044
O -0.17 0.49 0.62 -0.334
O -0.64 0.20 -1.97 -0.168
C -1.70 -0.53 -2.57 -0.616
C -2.64 -1.08 -1.50 -0.012
C -1.14 -1.66 -3.43 -0.019
C -2.44 0.47 -3.46 -0.025
O 0.45 -1.83 -0.76 -0.104
C 1.42 -2.81 -0.40 -0.633
C 0.64 -4.08 -0.09 -0.024
C 2.36 -3.01 -1.59 -0.022
C 2.21 -2.36 0.82 -0.039
H 4.38 1.97 -2.55 0.084
H 4.34 0.39 -1.76 0.085
H 4.03 1.85 -0.82 0.085
H 2.58 1.29 -4.24 0.087
H 1.12 0.46 -3.65 0.066
H 2.71 -0.33 -3.54 0.083
H 2.19 3.33 -2.65 0.088
H 1.74 2.96 -0.97 0.098
H 0.66 2.51 -2.31 0.065
H -2.11 -1.73 -0.81 0.088
H -3.46 -1.65 -1.96 0.096
H -3.08 -0.26 -0.93 0.039
H -0.55 -2.33 -2.82 0.069
H -0.51 -1.26 -4.23 0.083
H -1.96 -2.23 -3.89 0.087
H -2.87 1.27 -2.86 0.057
H -3.25 -0.02 -4.00 0.088
H -1.75 0.91 -4.18 0.090
H 0.09 -4.41 -0.98 0.082
H -0.07 -3.90 0.71 0.070
H 1.32 -4.88 0.21 0.085
H 1.79 -3.33 -2.46 0.082
H 3.11 -3.77 -1.36 0.086
H 2.86 -2.07 -1.82 0.069
H 1.55 -2.18 1.66 0.071
H 2.76 -1.44 0.60 0.066
H 2.93 -3.12 1.12 0.093
I 3.77 0.15 3.46 0.652
C 2.35 1.18 2.22 -0.706
H 2.69 1.06 1.20 -0.058
H 2.45 2.22 2.53 -0.034

***

No. 6
71
Properties=species:S:1:pos:R:3:lowdin_charge:R:1 method="wB97M-V/def2-TZVPD" relative_energy_kj_mol=0.0 molar_mass_g_mol=476.34 total_energy_ev=-46487.764 e_lumo_ev=2.4 charge=-1
B 7.56 23.89 109.12 -1.453
F 7.13 22.64 109.24 0.196
F 8.82 24.05 109.53 0.187
F 7.47 24.16 107.75 0.112
F 6.83 24.85 109.84 0.125
C 9.42 21.10 107.61 -0.045
C 9.68 20.02 106.68 -0.267
N 9.98 19.12 105.97 0.104
H 9.62 20.65 108.54 0.063
H 10.21 21.84 107.44 0.074
H 8.40 21.34 107.48 0.069
C 4.05 20.71 110.37 -0.041
C 4.48 19.47 111.17 -0.241
N 4.86 18.55 111.73 0.120
H 3.20 20.35 109.69 0.099
H 3.59 21.50 110.76 -0.008
H 4.86 21.05 109.68 0.082
C 8.27 25.36 104.83 -0.060
C 8.16 24.01 104.22 -0.263
N 8.03 22.96 103.82 0.136
H 8.70 26.18 104.19 0.100
H 7.40 25.77 105.21 0.015
H 8.93 25.27 105.74 0.076
C 9.25 24.24 112.50 0.000
C 9.72 25.07 113.70 -0.195
N 10.20 25.54 114.68 0.082
H 8.43 24.49 112.29 -0.062
H 9.73 24.71 111.60 0.118
H 9.47 23.28 112.66 0.037
C 4.83 22.32 106.01 -0.056
C 5.20 21.21 105.01 -0.248
N 5.37 20.29 104.32 0.104
H 5.63 22.39 106.72 0.040
H 4.69 23.27 105.50 0.057
H 3.88 22.16 106.52 0.072
C 12.77 25.16 106.72 -0.079
C 11.59 24.29 107.26 -0.309
O 10.76 25.27 107.84 -0.102
H 13.36 24.57 106.12 0.040
H 13.40 25.44 107.42 0.017
H 12.48 25.94 106.07 0.068
H 12.07 23.48 108.00 0.150
H 11.14 23.89 106.30 0.113
H 9.86 24.90 108.04 0.069
C 7.26 20.93 112.63 -0.041
C 8.21 20.21 111.59 -0.368
O 9.07 21.00 110.99 -0.036
H 7.93 21.38 113.31 0.056
H 6.68 20.33 113.14 0.005
H 6.76 21.71 112.12 0.050
H 7.59 19.61 110.94 0.092
H 8.71 19.40 112.20 0.132
H 8.63 21.64 110.44 0.057
C 4.48 26.22 107.05 -0.073
C 5.55 27.27 107.33 -0.361
O 6.11 27.25 108.59 -0.055
H 3.78 26.34 107.87 0.046
H 4.87 25.12 106.98 0.090
H 4.25 26.47 106.04 0.059
H 5.25 28.21 106.90 0.106
H 6.38 27.14 106.64 0.086
H 6.67 26.47 108.73 0.066
C 3.25 24.58 109.91 -0.123
C 3.80 24.80 111.28 -0.308
O 4.75 23.73 111.53 -0.136
H 2.56 23.76 109.92 0.053
H 4.09 24.38 109.27 0.047
H 2.54 25.43 109.48 0.114
H 2.97 24.80 112.13 0.138
H 4.28 25.85 111.39 0.129
H 5.66 23.80 111.13 0.075

***

What did the first record say?
60
Properties=species:S:1:pos:R:3:lowdin_charge:R:1 method="wB97M-V/def2-TZVPD" relative_energy_kj_mol=0.0 s_squared=8.76 molar_mass_g_mol=524.67 multiplicity=6 total_energy_ev=-42721.247 e_lumo_ev="-5.2 / -8.7" charge=+2
P 0.55 -3.18 -3.06 0.941
P 0.07 3.55 -1.21 0.830
C 0.21 1.23 -2.56 -0.225
C 1.10 2.29 -2.07 -0.268
H -0.84 1.51 -2.72 0.043
H 0.89 0.59 -3.26 0.046
H 1.84 1.82 -1.38 0.117
H 1.60 2.80 -2.91 0.118
C -1.47 3.83 -2.04 -0.124
H -1.99 4.69 -1.58 0.090
H -2.14 2.97 -1.98 0.077
H -1.29 4.07 -3.10 0.085
C 1.06 5.02 -1.04 -0.133
H 1.00 5.60 -1.96 0.080
H 2.11 4.78 -0.86 0.077
H 0.68 5.63 -0.21 0.085
C -0.51 -4.60 -3.30 -0.258
H -0.30 -5.25 -2.44 0.061
H -0.22 -5.06 -4.25 0.074
H -1.57 -4.32 -3.30 0.063
C 2.20 -3.73 -2.71 -0.245
H 2.64 -3.05 -1.96 0.060
H 2.76 -3.70 -3.64 0.058
H 2.10 -4.75 -2.33 0.064
Ir -0.19 -0.60 -4.08 1.290
C 0.18 0.82 -5.50 -0.280
C -1.21 0.79 -5.10 -0.343
C -2.27 0.10 -5.91 -0.180
C -1.76 -1.27 -6.41 -0.163
C -0.82 -1.94 -5.42 -0.313
C 0.64 -1.89 -5.36 -0.409
C 1.48 -1.14 -6.38 -0.176
C 0.83 0.22 -6.72 -0.167
C -0.49 -0.93 -1.99 -0.305
H 0.74 1.68 -5.10 0.109
H -1.54 1.68 -4.56 0.094
H -2.62 0.76 -6.72 0.132
H -3.15 -0.05 -5.26 0.122
H -2.64 -1.92 -6.52 0.123
H -1.36 -1.19 -7.42 0.115
H -1.25 -2.83 -4.94 0.085
H 1.17 -2.79 -4.89 0.045
H 1.78 -1.73 -7.25 0.130
H 2.44 -0.92 -5.88 0.114
H 1.63 0.90 -7.04 0.124
H 0.14 0.14 -7.57 0.114
H 0.30 -0.52 -1.33 0.026
H -0.56 -2.01 -1.71 -0.033
H -1.43 -0.44 -1.70 0.037
C 1.62 3.01 1.76 -0.027
C 0.67 2.10 1.03 -0.410
C -0.23 1.23 1.88 -0.021
O -0.26 2.93 0.20 -0.233
H 1.14 3.94 2.08 0.104
H 2.48 3.25 1.12 0.083
H 2.00 2.49 2.64 0.099
H 1.24 1.44 0.36 0.112
H -1.12 1.78 2.20 0.105
H -0.53 0.36 1.29 0.081
H 0.33 0.88 2.75 0.099